(1)
Molecular formula: C25H40Br12F5NO8S
Method: DFT, ωB97M-V with the def2-TZVPD basis set

Calculated values
- Orbital gap: 9.26 eV
- HOMO: -9.264 eV

Each line ends with the Mulliken charge.
Atoms and positions in Å:
C1 7.556 -0.072 0.649  -1.4872
C2 6.071 -0.221 0.158  0.5425
O1 5.481 -1.448 0.570  -0.5207
C3 5.196 1.017 0.618  -0.6270
O2 4.445 1.622 -0.447  -0.3552
C4 3.266 0.931 -0.758  -1.1350
C5 1.956 1.770 -0.611  0.2051
C6 1.862 3.010 -1.537  0.3587
F1 1.455 2.705 -2.812  -0.2829
F2 3.013 3.716 -1.655  -0.3263
C7 0.775 4.041 -0.995  0.6830
F3 1.041 5.225 -1.625  -0.2940
F4 0.899 4.294 0.319  -0.2704
F5 -0.477 3.714 -1.361  -0.2112
C8 0.694 0.821 -0.863  0.4312
C9 -0.123 0.566 0.477  -1.0158
C10 -1.649 0.535 0.078  -0.2656
O3 -2.475 -0.171 1.016  -0.3101
C11 -3.353 0.822 1.688  0.1701
O4 -3.466 0.800 2.870  -0.5274
C12 1.084 -0.529 -1.543  -0.3650
O5 -0.093 -1.282 -1.920  -0.0874
C13 0.243 -2.246 -2.788  0.1554
N1 0.321 -2.911 -3.694  -0.4574
O6 1.838 -0.341 -2.758  -0.4730
S1 3.391 0.054 -2.395  1.3956
O7 4.107 -1.178 -2.195  -0.6548
O8 3.997 0.904 -3.373  -0.6630
H1 8.175 -0.821 0.102  0.3971
H2 7.977 0.930 0.412  0.4315
H3 7.638 -0.238 1.750  0.2161
H4 6.128 -0.166 -0.957  0.2478
H5 4.822 -1.306 1.264  0.3657
H6 4.554 0.769 1.506  0.3452
H7 5.920 1.783 0.981  0.3796
H8 3.185 0.098 -0.011  0.5901
H9 1.908 2.079 0.459  0.8378
H10 -0.043 1.298 -1.555  0.4018
H11 0.218 -0.365 0.977  0.4132
H12 0.000 1.469 1.120  0.4205
H13 -1.789 0.175 -0.968  0.1581
H14 -1.982 1.607 0.078  0.2109
H15 -3.851 1.654 1.120  0.4429
H16 1.652 -1.203 -0.848  0.4123
Br1 -4.708 -0.601 0.794  0.0560
C14 -5.682 -2.211 1.333  -0.4589
C15 -7.143 -2.121 0.976  -0.5935
Br2 -8.092 -0.961 2.217  -0.1144
H17 -5.508 -2.343 2.399  0.4164
H18 -5.202 -3.023 0.787  0.0907
H19 -7.623 -3.095 1.069  0.3973
H20 -7.316 -1.730 -0.024  0.3509
Br3 -4.240 -5.043 -3.701  -0.1223
C16 -3.957 -3.647 -5.029  -0.5673
C17 -3.172 -2.501 -4.448  -0.3737
Br4 -4.289 -1.393 -3.300  -0.1362
H21 -4.937 -3.356 -5.398  0.3858
H22 -3.398 -4.124 -5.833  0.3661
H23 -2.823 -1.836 -5.238  0.3643
H24 -2.324 -2.824 -3.851  0.0944
Br5 -9.149 0.647 4.894  -0.1589
C18 -7.907 1.637 6.021  -0.5464
C19 -6.511 1.604 5.453  -0.6399
Br6 -5.658 -0.115 5.777  -0.1204
H25 -7.974 1.211 7.018  0.3676
H26 -8.291 2.656 6.039  0.3496
H27 -5.878 2.336 5.954  0.3682
H28 -6.480 1.777 4.380  0.3518
Br7 8.517 1.111 4.430  -0.1341
C20 9.838 -0.314 4.579  -0.6230
C21 11.076 -0.003 3.778  -0.5555
Br8 10.781 -0.288 1.875  -0.1102
H29 9.348 -1.234 4.270  0.3766
H30 10.074 -0.371 5.641  0.3609
H31 11.884 -0.682 4.046  0.3326
H32 11.415 1.023 3.896  0.3717
Br9 -3.896 7.735 -4.569  -0.1476
C22 -3.141 6.964 -2.948  -0.6163
C23 -2.100 5.922 -3.267  -0.2279
Br10 -2.920 4.252 -3.844  -0.1412
H33 -3.972 6.574 -2.365  0.3893
H34 -2.691 7.803 -2.418  0.3756
H35 -1.531 5.666 -2.376  -0.0911
H36 -1.416 6.227 -4.054  0.4360
Br11 -0.155 -5.482 -1.133  -0.0970
C24 -1.088 -7.089 -0.547  -0.6121
C25 -2.551 -7.032 -0.899  -0.3852
Br12 -3.528 -5.859 0.310  -0.1207
H37 -0.907 -7.190 0.520  0.3869
H38 -0.600 -7.908 -1.074  0.3433
H39 -3.011 -8.012 -0.777  0.3269
H40 -2.734 -6.672 -1.908  0.1520

Forces on the atoms, in the same order (eV/Å):
C -0.5 -0.5 0.0
C 0.2 1.4 0.1
O 0.1 0.0 -0.2
C 1.5 -0.2 0.3
O -0.7 -0.3 -0.1
C -0.4 -0.3 1.1
C -0.1 -0.9 -0.7
C -0.7 0.5 0.2
F 0.4 -0.1 0.9
F -0.4 -0.7 0.4
C 1.1 1.5 -1.4
F -0.4 -0.7 0.4
F -0.6 -0.7 -0.5
F 0.6 -0.2 1.0
C -0.8 -0.2 0.3
C -0.3 0.4 -1.2
C 0.5 0.6 0.1
O 2.5 3.7 0.1
C 1.3 -0.1 1.7
O 0.8 0.5 0.6
C 0.3 -0.3 0.7
O 1.3 -0.5 -0.7
C -1.5 3.4 2.8
N 0.5 -2.4 -2.2
O 0.4 1.2 1.2
S 2.6 -1.0 -0.7
O -1.1 0.3 0.6
O -1.5 0.4 0.3
H -0.4 0.4 0.6
H -0.4 -0.6 0.1
H 0.0 0.1 -0.8
H -0.4 -0.3 0.8
H 0.4 0.1 -0.2
H 0.2 0.1 -0.8
H -0.8 -0.2 -0.5
H -0.2 0.4 -0.8
H 0.2 0.1 -0.9
H 0.9 -0.2 0.3
H -0.4 0.6 -0.1
H 0.2 -1.0 -0.1
H 0.0 -0.2 0.9
H 0.3 -0.7 -0.3
H 1.1 -0.6 -0.5
H -0.3 0.6 -0.5
Br -5.1 -3.5 -2.0
C -0.3 0.1 -0.2
C -0.3 -0.1 0.2
Br 0.2 -0.1 -0.2
H -0.1 0.1 0.0
H 0.0 0.1 -0.1
H 0.1 0.0 0.0
H 0.1 0.0 0.0
Br -0.1 0.0 0.0
C 0.2 -0.3 0.0
C -0.1 0.3 -0.1
Br 0.1 0.0 0.1
H 0.1 0.1 0.1
H 0.0 0.1 0.1
H 0.0 -0.1 0.0
H -0.1 -0.1 -0.1
Br -0.1 0.1 0.3
C -0.2 0.2 -0.2
C 0.2 -0.1 0.2
Br 0.0 0.0 -0.1
H 0.1 0.0 -0.1
H 0.1 0.0 0.0
H -0.1 0.0 0.0
H -0.1 0.0 0.1
Br 0.0 -0.1 0.0
C 0.0 0.2 0.2
C 0.1 -0.2 -0.2
Br 0.1 0.1 0.1
H 0.1 0.1 -0.1
H 0.0 0.0 -0.1
H -0.1 0.0 0.0
H -0.1 -0.1 0.0
Br -0.1 -0.1 0.1
C 0.1 0.3 -0.1
C 0.0 -0.2 0.2
Br 0.1 0.0 0.0
H 0.1 -0.1 -0.1
H 0.0 -0.1 0.0
H -0.1 0.1 0.0
H -0.1 0.0 0.0
Br 0.0 0.0 0.0
C 0.2 0.1 -0.2
C -0.2 -0.1 0.2
Br 0.0 0.0 -0.1
H -0.1 0.0 -0.1
H -0.1 0.0 0.0
H 0.1 0.0 0.0
H 0.1 0.0 0.1

***

(2)
Molecular formula: C14H18N
Method: DFT, ωB97M-V with the def2-TZVPD basis set

Calculated values
- Charge: +1
- Orbital gap (alpha / beta): 6.58 / 6.58 eV
- HOMO (alpha / beta): -11.149 / -11.151 eV
- SMILES: C=C1C(C(C)C)=c2ccccc2=C[N@H+]1C
- Relative energy (zero: lowest compared OMol25 entry of this formula, charge and spin): 114.0 kcal/mol

Each line ends with the Mulliken charge.
Atoms and positions in Å:
C1 1.841 1.788 -1.173  -1.7295
C2 1.367 0.805 -0.351  -0.0771
C3 -0.150 0.314 -0.302  0.2137
C4 -0.896 0.153 -1.589  0.3568
C5 -1.536 -1.237 -1.929  -1.5193
C6 -1.863 1.314 -1.517  -1.4784
C7 -0.640 0.083 0.986  1.6256
C8 -1.938 -0.468 1.254  -0.6866
C9 -2.293 -0.688 2.559  -0.4234
C10 -1.401 -0.621 3.682  -0.5173
C11 -0.153 -0.088 3.434  -1.0847
C12 0.337 0.070 2.082  0.8897
C13 1.708 0.128 1.904  -0.8729
N1 2.344 0.397 0.537  0.1923
C14 3.181 -0.818 0.158  -0.8364
H1 2.836 1.933 -1.074  0.4357
H2 1.393 2.415 -1.929  0.3644
H3 -0.262 0.324 -2.475  0.5583
H4 -2.568 -1.190 -1.915  0.3793
H5 -1.005 -1.939 -1.267  0.3507
H6 -1.152 -1.395 -2.912  0.4431
H7 -1.146 2.108 -1.126  0.4015
H8 -2.630 1.080 -0.860  0.4216
H9 -2.263 1.522 -2.572  0.3722
H10 -2.711 -0.460 0.387  0.0649
H11 -3.353 -0.875 2.843  0.3480
H12 -1.794 -0.872 4.714  0.3422
H13 0.570 0.145 4.166  0.4611
H14 2.511 0.088 2.666  0.4175
H15 3.019 1.163 0.609  0.5152
H16 2.800 -1.787 0.297  0.3170
H17 3.651 -0.706 -0.872  0.3029
H18 3.968 -0.658 0.900  0.4521

Forces on the atoms, in the same order (eV/Å):
C -3.2 -1.9 0.6
C -3.8 2.9 -4.2
C 2.7 -0.8 2.1
C 0.0 -0.2 -0.7
C 3.6 1.0 1.1
C 2.0 1.5 -2.8
C 1.9 -1.1 -2.6
C -2.2 0.9 0.1
C -1.7 -0.6 -0.9
C 1.5 1.4 0.4
C -1.4 -1.4 0.2
C 1.8 0.6 -0.3
C -0.1 0.8 0.2
N -0.1 -2.9 2.8
C 2.5 2.0 -0.6
H 3.2 1.0 0.2
H -0.7 -0.5 0.0
H 0.4 0.3 0.9
H -2.1 -0.4 0.3
H -1.0 -0.3 -0.2
H -0.3 -0.7 -0.8
H -1.9 0.0 -0.7
H -1.5 0.1 1.3
H 0.4 0.1 1.7
H 1.4 -0.2 2.0
H 0.8 -0.2 -0.6
H 0.7 0.5 -1.4
H 0.5 -0.1 1.1
H -1.0 -0.1 -0.4
H -0.2 -0.3 0.3
H -1.4 -0.8 0.2
H -0.9 0.1 1.2
H 0.4 -0.7 -0.3

***

(3)
Molecular formula: C4H8O3
Method: DFT, ωB97M-V with the def2-TZVPD basis set

Calculated values
- Orbital gap: 11.24 eV
- HOMO: -10.447 eV
- SMILES: OCC1(CO)CO1
- Relative energy (zero: lowest compared OMol25 entry of this formula, charge and spin): 69.5 kcal/mol

Each line ends with the Mulliken charge.
Atoms and positions in Å:
O1 -2.380 -0.225 -0.489  -0.5424
C1 -1.455 -0.421 0.537  -0.5437
C2 -0.036 0.051 -0.021  0.9747
C3 1.116 -0.723 0.555  -0.7776
O2 2.374 -0.194 0.226  -0.5450
C4 0.145 1.411 -0.540  -0.5489
O3 0.153 0.292 -1.440  -0.5787
H1 -1.616 -0.209 -1.099  0.3690
H2 -1.662 0.203 1.411  0.3171
H3 -1.426 -1.486 0.827  0.3300
H4 1.011 -0.697 1.641  0.3490
H5 1.018 -1.774 0.229  0.2995
H6 2.424 -0.175 -0.740  0.3324
H7 1.097 1.921 -0.394  0.2677
H8 -0.725 2.053 -0.680  0.2969

Forces on the atoms, in the same order (eV/Å):
O 1.0 0.1 -0.4
C 1.4 0.2 0.4
C -0.2 -0.1 0.9
C -0.2 -0.1 0.3
O 0.1 0.0 -0.2
C 0.0 0.1 0.3
O -0.7 -0.5 0.3
H -1.7 0.2 -2.0
H -0.1 -0.1 0.1
H 0.2 0.3 0.1
H 0.2 -0.1 0.0
H 0.0 0.2 0.1
H 0.0 0.0 0.2
H -0.2 -0.2 -0.2
H 0.1 -0.1 0.2

***

(4)
Molecular formula: C18H18IrN2O5P
Method: DFT, ωB97M-V with the def2-TZVPD basis set

Calculated values
- Charge: +1
- Orbital gap (alpha / beta): 7.39 / 5.78 eV
- Spin multiplicity: 2
- HOMO (alpha / beta): -12.140 / -12.097 eV
- ⟨S²⟩: 0.7584
- Relative energy (zero: lowest compared OMol25 entry of this formula, charge and spin): 5.9 kcal/mol

Each line ends with the Mulliken charge.
Atoms and positions in Å:
Ir1 0.349 0.109 0.545  2.1056
N1 -1.142 1.482 0.380  -0.5363
C1 -1.484 2.054 1.703  -0.3759
C2 -1.294 0.979 2.753  0.6002
O1 -1.890 0.950 3.790  -0.5430
N2 -0.368 -0.024 2.363  -0.3992
C3 -0.776 -1.364 2.675  -0.4463
C4 -1.460 -1.889 1.396  0.6648
O2 -2.254 -2.778 1.404  -0.5749
O3 -1.085 -1.237 0.286  -0.8181
H1 -0.861 2.185 -0.303  0.3434
H2 -1.935 0.982 -0.031  0.4745
H3 -2.511 2.411 1.743  0.4502
H4 -0.808 2.881 1.909  0.0764
H5 -1.476 -1.434 3.502  0.4312
H6 0.094 -2.004 2.808  0.0024
O4 0.923 -0.296 -3.519  -0.6163
C5 1.232 -0.037 -2.387  0.3332
O5 0.376 0.350 -1.468  -0.7300
C6 2.718 -0.077 -2.013  -0.6900
P1 3.256 -0.015 -0.266  -0.0735
C7 2.217 -1.396 0.466  0.6215
C8 1.537 -2.353 -0.320  0.0483
C9 1.169 -3.584 0.203  -0.9439
C10 1.520 -3.919 1.499  -0.2828
C11 2.226 -3.015 2.297  -1.0950
C12 2.563 -1.781 1.792  -0.2718
C13 2.251 1.439 0.340  0.8268
C14 2.110 1.634 1.729  0.0839
C15 1.740 2.877 2.265  -0.8684
C16 1.522 3.941 1.424  -0.4162
C17 1.632 3.775 0.032  -0.6932
C18 1.988 2.563 -0.497  -0.5336
H7 3.211 0.754 -2.526  0.5108
H8 3.172 -0.963 -2.462  0.5023
H9 1.281 -2.147 -1.349  0.3015
H10 0.623 -4.283 -0.415  0.4696
H11 1.252 -4.890 1.894  0.4216
H12 2.521 -3.287 3.302  0.4471
H13 3.171 -1.121 2.399  0.4527
H14 2.399 0.854 2.420  0.0351
H15 1.670 2.992 3.339  0.4883
H16 1.277 4.914 1.830  0.4474
H17 1.460 4.617 -0.625  0.4663
H18 2.088 2.467 -1.569  0.3036

Forces on the atoms, in the same order (eV/Å):
Ir 0.0 0.0 0.0
N 0.0 0.2 0.0
C 0.0 0.1 -0.1
C 0.0 -0.1 0.1
O 0.0 0.0 0.0
N 0.1 -0.1 -0.2
C 0.0 -0.1 0.0
C -0.3 -0.1 -0.6
O 0.2 0.0 0.1
O 0.0 0.0 0.1
H 0.0 0.1 0.1
H 0.0 -0.1 0.0
H 0.0 0.0 0.0
H 0.0 0.0 0.0
H 0.1 0.0 0.1
H 0.0 0.0 0.3
O -0.1 0.1 0.0
C 0.2 -0.1 -0.2
O -0.1 -0.1 0.1
C 0.2 0.0 0.1
P -0.3 -0.1 -0.1
C 0.0 0.1 0.1
C 0.0 0.1 0.0
C 0.0 -0.1 0.0
C 0.0 0.0 -0.1
C 0.0 0.1 0.0
C 0.1 -0.1 0.0
C 0.1 0.3 0.1
C 0.1 0.1 0.0
C 0.0 -0.1 0.0
C 0.0 0.0 -0.1
C 0.0 0.1 0.1
C 0.0 -0.1 0.0
H 0.0 0.0 0.0
H -0.1 0.0 0.0
H 0.0 0.0 0.0
H 0.0 0.0 0.0
H 0.0 0.0 0.0
H 0.0 0.0 0.0
H 0.0 0.0 0.0
H 0.0 0.0 0.0
H 0.0 0.0 0.0
H 0.0 0.0 0.0
H 0.0 0.0 0.0
H 0.0 0.0 0.0

***

(5)
Molecular formula: C13H20N2O6
Method: DFT, ωB97M-V with the def2-TZVPD basis set

Calculated values
- Orbital gap: 8.70 eV
- HOMO: -8.437 eV
- SMILES: N[C@@H](Cc1ccc(O)cc1)C(=O)O.C[C@@H](O)[C@H](N)C(=O)O
- Relative energy (zero: lowest compared OMol25 entry of this formula, charge and spin): 67.9 kcal/mol

Each line ends with the Mulliken charge.
Atoms and positions in Å:
N1 -1.728 -2.319 1.676  -0.6704
C1 -2.773 -1.692 0.874  0.5280
C2 -2.486 -2.199 -0.538  -2.1159
C3 -1.326 -1.541 -1.186  0.4823
C4 -1.453 -0.405 -1.962  -0.4457
C5 -0.442 0.074 -2.811  -0.8155
C6 0.858 -0.407 -2.770  0.7063
O1 1.862 0.303 -3.344  -0.6455
C7 1.067 -1.553 -1.993  -1.0066
C8 -0.021 -2.079 -1.282  -0.1306
C9 -4.098 -2.344 1.277  0.2854
O2 -5.100 -2.355 0.595  -0.5678
O3 -4.076 -2.812 2.556  -0.5025
H1 -1.593 -3.325 1.567  0.2017
H2 -1.302 -1.911 2.449  0.2146
H3 -2.843 -0.651 0.856  0.4462
H4 -3.363 -2.148 -1.105  0.5948
H5 -2.233 -3.188 -0.435  0.6902
H6 -2.372 0.039 -2.095  0.5924
H7 -0.688 0.769 -3.512  0.4816
H8 2.675 0.000 -3.029  0.3411
H9 1.971 -1.952 -1.862  0.5774
H10 0.243 -2.815 -0.581  0.2931
H11 -3.261 -2.665 2.880  0.4062
C10 2.730 1.628 -0.581  -0.8931
C11 1.547 2.494 -0.172  -0.1046
O4 0.279 2.231 -0.756  -0.5223
C12 1.498 2.746 1.347  0.2954
N2 2.533 3.791 1.602  -0.7174
C13 1.398 1.487 2.219  0.3642
O5 0.665 0.569 1.878  -0.5143
O6 2.298 1.508 3.262  -0.4869
H12 2.555 1.362 -1.619  0.1215
H13 3.636 2.230 -0.530  0.4093
H14 2.859 0.678 0.044  0.2668
H15 1.791 3.431 -0.597  0.3151
H16 -0.127 1.495 -0.269  0.3074
H17 0.523 3.217 1.535  0.3309
H18 3.373 3.405 1.887  0.2284
H19 2.672 4.291 0.799  0.2712
H20 2.252 0.614 3.727  0.3875

Forces on the atoms, in the same order (eV/Å):
N 0.0 -0.2 -0.8
C 0.6 -4.0 -0.4
C 0.7 2.1 0.6
C 2.0 0.5 -1.6
C 1.6 -0.8 -1.3
C 0.3 -1.6 1.7
C -0.6 -0.7 1.2
O -2.0 0.7 -1.5
C -4.3 2.1 -0.3
C -0.1 0.7 0.6
C -1.5 1.1 0.6
O 1.1 -0.3 0.7
O -5.5 -0.9 -2.6
H -0.1 0.8 0.0
H 0.7 0.9 1.1
H 0.2 1.7 0.6
H -1.2 0.3 -1.1
H 0.3 -2.7 0.2
H -2.1 1.0 -0.1
H -0.5 2.3 -1.5
H 2.1 -1.0 0.6
H 3.5 -1.6 0.4
H 0.1 -1.5 0.6
H 4.8 0.7 1.8
C -0.3 -1.5 0.5
C -0.5 -0.8 0.4
O 0.3 -0.8 0.6
C -0.3 1.4 -0.2
N -2.6 -1.7 2.7
C 1.1 -0.1 -1.2
O 1.1 1.2 1.3
O -1.3 -1.9 -0.2
H 0.2 0.0 0.1
H 0.1 -0.1 0.1
H -0.2 1.2 -0.8
H 0.0 1.3 -0.4
H 0.1 0.0 -0.3
H 0.0 0.0 -0.1
H 1.9 -0.9 0.8
H 0.4 1.5 -2.2
H 0.0 1.5 -0.8

***

(6)
Molecular formula: H20O10Xe
Method: DFT, ωB97M-V with the def2-TZVPD basis set

Calculated values
- Orbital gap: 10.77 eV
- HOMO: -10.661 eV
- Relative energy (zero: lowest compared OMol25 entry of this formula, charge and spin): 7.9 kcal/mol

Each line ends with the Mulliken charge.
Atoms and positions in Å:
Xe1 -7.017 -1.148 4.032  0.0503
O1 -9.983 -1.540 1.379  -0.6883
H1 -10.316 -2.344 1.778  0.3075
H2 -10.097 -0.871 2.054  0.3829
O2 -7.877 -4.632 5.949  -0.6343
H3 -8.434 -5.345 5.636  0.2943
H4 -7.223 -4.518 5.259  0.3515
O3 -10.253 0.078 3.499  -0.6298
H5 -9.786 -0.173 4.296  0.3210
H6 -11.071 0.463 3.811  0.2701
O4 -6.325 -4.317 3.322  -0.6241
H7 -6.830 -3.908 2.619  0.3347
H8 -5.482 -3.866 3.306  0.3074
O5 -7.180 1.893 5.763  -0.6042
H9 -7.078 2.305 4.906  0.3099
H10 -6.337 2.026 6.196  0.3072
O6 -2.920 -1.591 2.120  -0.6385
H11 -3.820 -1.340 1.912  0.3840
H12 -2.379 -1.010 1.584  0.2964
O7 -5.314 -0.907 0.837  -0.6368
H13 -5.950 -0.194 0.909  0.2674
H14 -5.848 -1.693 0.724  0.3712
O8 -7.345 -2.946 0.903  -0.6954
H15 -7.663 -3.845 0.814  0.3035
H16 -8.125 -2.437 1.124  0.3612
O9 -3.967 0.655 5.721  -0.6119
H17 -4.566 -0.092 5.731  0.2763
H18 -3.770 0.817 6.643  0.3120
O10 -9.429 -0.040 6.430  -0.6318
H19 -9.975 0.707 6.674  0.3169
H20 -8.613 0.351 6.117  0.2693

Forces on the atoms, in the same order (eV/Å):
Xe 0.1 0.1 0.1
O 0.6 -0.8 -0.9
H -0.3 -0.1 0.1
H -0.1 0.6 0.7
O -0.2 0.1 0.4
H -0.1 -0.2 0.0
H 0.3 0.1 -0.5
O -0.1 0.3 -0.4
H 0.2 -0.2 0.6
H -0.2 0.1 0.0
O 0.0 -0.6 0.5
H -0.1 0.4 -0.3
H 0.3 0.1 0.0
O -0.4 -0.1 0.2
H 0.0 0.1 -0.3
H 0.3 -0.1 0.1
O 0.5 -0.4 0.5
H -0.5 0.2 -0.3
H 0.1 0.1 -0.1
O 0.3 0.3 0.0
H -0.1 0.2 0.0
H -0.3 -0.5 -0.1
O 0.5 -0.3 0.2
H 0.0 -0.3 -0.4
H -0.8 0.7 0.1
O -0.1 0.4 -0.1
H -0.1 -0.3 -0.1
H 0.2 0.0 0.3
O -0.4 -0.5 -0.3
H -0.1 0.2 0.2
H 0.6 0.4 0.1